No. 1
Molecular formula: C5H14O
Method: DFT, wB97M-V/def2-TZVPD

Cartesian coordinates (Å):
C -1.25614 0.00467 0.65224
C -1.00737 1.01347 -0.46170
C -1.33512 0.66748 2.01574
O -2.48071 -0.73172 0.45534
H -0.47167 -0.74621 0.67223
H -1.98128 1.45792 -0.71530
H -2.09831 1.44536 2.08821
H -1.55992 -0.10105 2.76085
H -0.35858 1.09551 2.26636
H -2.78584 -0.60997 -0.46400
H -0.69674 0.55346 -1.39956
H -0.33052 1.77732 -0.10454
C 3.53594 -0.10863 -1.27825
C 2.24750 -0.93019 -1.20302
H 3.35464 0.96635 -1.38240
H 4.09942 -0.17372 -0.35815
H 4.16987 -0.47543 -2.08338
H 2.56113 -1.96318 -1.00525
H 1.84487 -1.03017 -2.21773
H 1.52969 -0.55856 -0.48766

Energy above the lowest of the compared OMol25 structures with the same formula, charge and spin   13.8 kcal/mol
E_LUMO   0.943 eV
HOMO   -10.21 eV
HOMO-LUMO gap   11.2 eV

These are the Mulliken partial charges, in e, on atoms 1 to 2: number 1, C, carries 0.802; number 2, C, carries -1.532

No. 2
Molecular formula: C99H207FeN11O11
Method: DFT, wB97M-V/def2-TZVPD

Cartesian coordinates (Å):
Fe -8.99634 -12.86041 26.36700
C -11.25064 -9.17502 28.62725
C -9.98034 -10.12346 28.47804
C -9.37213 -10.25524 29.93671
C -9.89314 -11.26594 30.82958
C -10.09280 -12.59542 30.14995
C -10.75718 -12.56784 28.78377
N -10.14384 -11.47414 27.97108
O -10.52500 -11.32423 26.55809
C -12.38615 -12.53435 28.91549
C -10.48309 -14.00979 28.25855
C -8.90766 -9.26452 27.69925
H -11.87548 -9.12093 27.73576
H -11.01759 -8.20549 29.06746
H -11.85325 -9.63368 29.41120
H -9.52745 -9.28744 30.41351
H -8.28566 -10.18788 29.88053
H -10.86930 -10.94945 31.19707
H -9.21382 -11.30363 31.68117
H -10.55455 -13.26761 30.87317
H -9.10897 -13.06466 30.14931
H -12.85279 -12.32872 27.95213
H -12.71856 -11.70346 29.53777
H -12.93923 -13.40179 29.27571
H -10.79947 -14.17644 27.22888
H -11.19133 -14.69066 28.73067
H -9.46925 -14.40878 28.29088
H -9.31147 -9.06342 26.70698
H -7.96057 -9.80033 27.76274
H -8.74285 -8.25488 28.07551
C -10.37412 -13.83420 22.23749
C -11.00144 -14.71576 23.25300
C -11.98023 -15.70796 22.44982
C -11.18386 -16.83443 21.86344
C -10.60373 -17.59127 23.04106
C -9.59775 -16.76537 23.88187
N -10.12096 -15.37869 24.20846
O -9.12297 -14.48996 24.97534
C -8.26144 -16.66830 22.96299
C -9.31869 -17.59035 25.15720
C -11.93507 -13.84292 24.07899
H -11.12408 -13.29328 21.66037
H -9.87418 -14.50409 21.53791
H -9.70493 -13.03893 22.56585
H -12.28663 -15.16581 21.55523
H -12.79807 -16.01693 23.10081
H -10.46060 -16.58682 21.08647
H -11.85009 -17.53393 21.35853
H -10.23019 -18.57125 22.74408
H -11.42031 -17.71594 23.75223
H -7.40171 -16.59667 23.62920
H -8.34676 -15.77147 22.34938
H -8.11083 -17.53862 22.32428
H -10.06274 -17.47542 25.94541
H -8.28714 -17.53664 25.50521
H -9.46564 -18.66888 25.10006
H -12.71077 -14.44776 24.54863
H -12.67365 -13.28276 23.50556
H -11.47085 -13.15945 24.78996
C -7.98501 -19.86499 20.91934
C -8.73399 -21.14468 20.95525
C -8.61142 -21.76285 22.39541
C -9.64339 -22.91277 22.64172
C -11.04562 -22.25658 22.50859
C -11.23681 -21.77778 20.98903
N -10.13340 -20.91178 20.56092
O -10.18883 -20.37145 19.31329
C -11.42365 -22.94592 20.01835
C -12.45940 -20.86164 21.06607
C -8.05501 -22.22790 20.07106
H -7.28614 -19.74665 20.09128
H -7.48753 -19.71277 21.87717
H -8.67417 -19.03793 21.08997
H -7.59639 -22.13127 22.54400
H -8.84467 -20.99460 23.13262
H -9.58570 -23.44839 23.58929
H -9.55539 -23.77885 21.98577
H -11.15678 -21.40076 23.17441
H -11.81873 -22.97671 22.77656
H -10.57636 -23.63163 20.01763
H -12.11115 -23.65577 20.47830
H -11.85548 -22.81504 19.02613
H -13.28135 -21.44409 21.48230
H -12.17932 -19.95865 21.60854
H -12.78445 -20.47591 20.09981
H -7.80161 -21.78546 19.10767
H -8.61672 -23.14456 19.89132
H -7.07223 -22.54591 20.41910
H -10.36986 -19.43951 19.45588
C -2.32506 -13.72738 16.80614
C -2.79067 -14.32574 18.13357
C -3.83599 -15.42431 17.74105
C -4.32415 -16.26860 18.85629
C -3.06751 -16.98289 19.28721
C -1.80535 -16.08359 19.78825
N -1.60029 -15.06059 18.64440
O -0.56290 -14.11397 19.02359
C -2.13536 -15.51665 21.20386
C -0.55567 -17.00868 19.91503
C -3.38109 -13.14882 19.01693
H -1.57320 -12.95921 16.98700
H -2.96616 -13.16190 16.12987
H -1.84952 -14.44863 16.14150
H -4.59839 -14.84912 17.21569
H -3.57447 -16.01448 16.86276
H -5.08239 -16.93630 18.44720
H -4.68610 -15.66931 19.69172
H -2.66635 -17.74057 18.61409
H -3.31683 -17.59158 20.15636
H -3.08437 -14.98262 21.25177
H -2.09527 -16.23965 22.01857
H -1.32986 -14.80499 21.38497
H -0.73974 -17.81091 20.62963
H -0.22313 -17.30563 18.92038
H 0.22343 -16.38829 20.35801
H -4.11377 -12.47316 18.57562
H -2.65317 -12.39166 19.30838
H -3.78791 -13.62100 19.91116
H 0.00856 -14.26874 18.26789
C -9.31589 -16.42680 15.21063
C -9.71971 -16.25984 16.63589
C -8.47747 -16.70945 17.41773
C -8.17650 -15.97175 18.67407
C -8.29334 -14.39672 18.45589
C -9.61768 -13.91258 17.72640
N -10.09808 -14.83929 16.72769
O -11.30036 -14.49526 16.03700
C -10.76328 -13.79552 18.78854
C -9.32862 -12.51915 17.15898
C -10.88601 -17.05697 17.03456
H -8.58449 -15.68069 14.90005
H -10.05326 -16.29027 14.41959
H -8.74016 -17.30500 14.91839
H -8.51636 -17.78705 17.57700
H -7.57676 -16.80534 16.81140
H -7.16574 -16.16340 19.03426
H -8.90629 -16.35886 19.38517
H -7.33183 -14.11562 18.02627
H -8.31121 -13.94375 19.44715
H -10.64138 -12.87121 19.35325
H -11.80488 -13.73532 18.47302
H -10.64395 -14.55417 19.56205
H -10.21626 -11.89063 17.08713
H -8.70175 -11.79846 17.68409
H -8.90682 -12.58724 16.15621
H -11.38057 -16.70753 17.94087
H -10.69355 -18.10021 17.28496
H -11.68080 -17.15838 16.29557
H -11.91538 -15.15941 16.35677
C -6.17374 -18.13377 33.14201
C -7.48288 -17.57588 32.47539
C -8.18132 -18.67708 31.80213
C -9.62565 -18.37488 31.43298
C -10.48848 -17.96834 32.72340
C -9.79000 -16.83422 33.47779
N -8.33628 -16.89590 33.49452
O -7.74100 -15.77789 34.05644
C -10.34044 -15.53889 32.82250
C -10.29953 -17.00421 34.89618
C -7.04538 -16.53454 31.40728
H -5.80365 -17.33436 33.78393
H -5.45991 -18.16549 32.31888
H -6.28089 -19.09979 33.63539
H -7.74682 -18.82645 30.81369
H -8.09352 -19.53208 32.47247
H -10.07559 -19.18763 30.86281
H -9.64100 -17.53960 30.73286
H -10.67125 -18.83949 33.35252
H -11.48887 -17.75194 32.34860
H -11.42504 -15.48032 32.91364
H -9.96335 -14.66014 33.34567
H -10.12538 -15.43685 31.75881
H -10.11751 -16.07498 35.43609
H -11.36184 -17.22037 35.00964
H -9.68097 -17.80275 35.30582
H -6.62705 -17.09563 30.57165
H -6.31156 -15.79212 31.72100
H -7.82787 -15.93501 30.94211
H -7.75518 -15.98335 34.99409
C -10.63230 -4.81757 22.42466
C -10.96938 -6.35765 22.36594
C -11.72970 -6.56014 21.02912
C -11.72040 -7.95575 20.35773
C -10.33909 -8.47255 20.37195
C -9.67312 -8.56955 21.84971
N -9.77637 -7.25327 22.37610
O -8.82626 -7.02938 23.38826
C -10.47003 -9.68352 22.71580
C -8.35017 -9.18566 21.63800
C -11.95128 -6.68811 23.52862
H -10.06209 -4.45483 21.56945
H -9.91251 -4.47204 23.16669
H -11.57497 -4.30423 22.23501
H -12.81056 -6.41956 21.02003
H -11.45690 -5.81318 20.28365
H -12.24897 -7.78760 19.41942
H -12.33245 -8.70842 20.85472
H -9.87660 -7.73898 19.71158
H -10.48004 -9.50630 20.05639
H -10.20018 -9.60407 23.76888
H -11.52538 -9.47625 22.53867
H -10.29453 -10.74837 22.56278
H -7.69848 -9.23482 22.51034
H -8.47233 -10.22794 21.34334
H -7.81028 -8.56470 20.92314
H -12.82219 -6.03353 23.56237
H -11.43249 -6.68758 24.48725
H -12.38668 -7.68687 23.49693
H -8.33931 -6.25623 23.09377
C -5.64151 -20.83819 26.14754
C -4.57307 -19.74287 25.62342
C -4.03186 -19.09195 26.95206
C -2.83694 -18.16931 26.75136
C -1.70049 -19.03950 26.15046
C -2.05299 -19.78129 24.79687
N -3.37354 -20.44089 25.00127
O -3.69621 -21.24326 23.88373
C -1.97733 -18.75187 23.71263
C -0.93627 -20.89054 24.54578
C -5.29731 -18.71016 24.63208
H -6.60075 -20.39422 26.41369
H -5.49666 -21.39634 27.07252
H -5.77179 -21.45496 25.25832
H -4.87918 -18.65465 27.48018
H -3.82218 -19.93224 27.61392
H -2.59056 -17.85999 27.76710
H -3.00491 -17.32466 26.08319
H -1.11724 -19.59209 26.88705
H -1.04888 -18.21143 25.87154
H -1.00074 -18.33238 23.47096
H -2.64128 -18.94756 22.87062
H -2.45276 -17.94727 24.27360
H -0.10835 -20.18242 24.51094
H -0.80470 -21.57138 25.38676
H -1.04461 -21.39526 23.58577
H -4.62341 -18.21989 23.92952
H -5.98007 -18.04041 25.15494
H -6.00800 -19.22277 23.98382
H -3.30386 -22.10535 24.04011
C -15.12647 -10.93943 20.43991
C -16.65772 -11.42345 20.26459
C -17.36311 -10.47889 21.24138
C -18.81877 -10.34050 21.06047
C -19.13882 -9.93016 19.56722
C -18.44008 -10.91381 18.49456
N -16.95794 -11.20340 18.87073
O -16.30402 -12.06103 17.95895
C -19.29693 -12.30398 18.41253
C -18.49779 -10.29350 17.03560
C -16.78936 -12.88737 20.76699
H -14.99346 -9.91197 20.10119
H -14.37094 -11.57553 19.97876
H -14.88307 -10.87150 21.50022
H -17.18217 -10.90157 22.22966
H -16.89526 -9.50587 21.39114
H -19.10918 -9.41917 21.56536
H -19.46311 -11.17010 21.35150
H -18.85805 -8.91897 19.27268
H -20.20015 -9.83566 19.33756
H -18.70322 -13.20061 18.23459
H -19.79591 -12.57817 19.34201
H -19.93587 -12.29652 17.52947
H -19.50201 -9.90632 16.86314
H -17.82199 -9.46637 16.81821
H -18.08271 -10.92238 16.24800
H -17.78242 -13.21381 21.07579
H -16.20028 -12.91093 21.68379
H -16.29709 -13.66771 20.18661
H -15.80494 -11.40776 17.46321
C -15.30787 -14.86445 25.96814
C -15.38353 -16.02032 27.01988
C -16.84135 -16.66595 26.77628
C -17.19373 -18.01702 27.43297
C -16.09324 -18.98375 27.07302
C -14.61828 -18.49120 27.25102
N -14.46436 -17.15630 26.68821
O -13.21898 -16.70331 26.91486
C -14.17922 -18.64951 28.74351
C -13.88912 -19.49506 26.32022
C -15.24774 -15.47286 28.41314
H -14.99183 -15.30381 25.02200
H -14.60375 -14.06407 26.19554
H -16.14860 -14.21679 25.71950
H -17.59073 -15.93128 27.07088
H -16.94561 -16.76639 25.69593
H -18.14045 -18.18297 26.91889
H -17.11229 -18.01982 28.51992
H -16.30288 -19.36736 26.07452
H -16.22119 -19.91731 27.62091
H -15.02996 -18.51973 29.41246
H -13.93194 -19.66832 29.04180
H -13.28034 -18.08782 28.99773
H -14.04860 -20.49355 26.72725
H -14.13946 -19.49147 25.25936
H -12.82909 -19.26096 26.22203
H -14.35482 -14.85193 28.48546
H -15.21211 -16.20549 29.21941
H -16.08068 -14.77742 28.51642
H -12.77663 -16.61457 26.06748
C -6.88709 -15.20688 27.38262
C -5.88408 -14.18818 26.81458
C -5.34968 -14.86865 25.48126
C -4.74535 -13.94686 24.44308
C -5.62788 -12.79554 24.06889
C -5.91320 -12.12225 25.36797
N -6.61473 -13.00978 26.35228
O -7.06268 -12.27771 27.48967
C -4.65700 -11.29106 25.83147
C -7.01306 -11.15449 24.92717
C -4.64425 -14.01106 27.83006
H -6.33400 -16.10337 27.66278
H -7.74336 -15.58498 26.82410
H -7.21680 -14.73662 28.30904
H -4.47997 -15.45247 25.78270
H -6.22446 -15.37555 25.07392
H -4.43064 -14.51067 23.56490
H -3.77072 -13.60393 24.79033
H -6.53886 -13.16179 23.59552
H -4.97859 -12.21313 23.41520
H -4.34103 -10.45249 25.21095
H -4.90120 -10.95820 26.84027
H -3.75380 -11.87435 26.01064
H -7.44000 -10.41687 25.60668
H -6.90306 -10.56588 24.01638
H -7.85510 -11.81769 24.72911
H -4.88172 -13.56721 28.79687
H -3.95889 -13.26277 27.43202
H -4.17134 -14.95979 28.08374
H -6.27833 -12.11327 28.01820

<S²>   6.009
E_LUMO (alpha / beta)   0.230 / 0.223 eV
HOMO (alpha / beta)   -6.80 / -6.74 eV
Spin multiplicity   5
HOMO-LUMO gap (alpha / beta)   7.0 / 7.0 eV

These are the Mulliken partial charges, in e, on atoms 1 to 2: number 1, Fe, carries 2.230; number 2, C, carries -1.729

No. 3
Molecular formula: C31H33N3O3PtSi
Method: DFT, wB97M-V/def2-TZVPD

Cartesian coordinates (Å):
Pt -0.63709 0.85492 1.35486
C 2.18295 3.22977 -0.81706
C 1.62843 2.24792 0.01925
N 0.34117 2.24404 0.29979
C -0.45022 3.24544 -0.15577
C 0.01540 4.25128 -0.99663
C 1.38152 4.20656 -1.34161
C -0.91413 5.25620 -1.42808
C -2.19043 5.24410 -0.98264
C -2.65648 4.24783 -0.05648
C -3.95525 4.22647 0.48650
C -4.26836 3.25922 1.39434
C -3.31329 2.29269 1.76269
N -2.09817 2.26239 1.25007
C -1.77854 3.24931 0.34920
H 3.23605 3.17593 -1.05747
H 2.20593 1.44000 0.43880
H 1.78977 4.95613 -2.00857
H -0.57467 6.02583 -2.10918
H -2.88982 6.00455 -1.30653
H -4.67780 4.97535 0.18696
H -5.24422 3.18936 1.85231
H -3.60049 1.55503 2.48251
N -1.03030 -0.59284 2.82883
C -2.05488 -1.62617 3.14325
C -3.41951 -1.09388 3.42245
C -4.10505 -0.54133 2.17079
O -5.25227 -0.08898 2.32108
O -3.37105 -0.49311 1.13994
H -0.16779 -1.06959 2.54122
H -0.80733 -0.10199 3.69177
H -1.68228 -2.17961 4.01106
H -2.09186 -2.30530 2.29357
H -3.36542 -0.28349 4.16091
H -4.05001 -1.86582 3.86671
C 0.81835 -3.84244 1.11367
C 2.00985 -3.01308 0.60599
C 2.93499 -2.73106 1.79962
C 2.78154 -3.82741 -0.43677
Si 1.31209 -1.39794 -0.13123
O 0.90680 -0.43006 1.15289
C 2.61654 -0.48994 -1.17754
C 2.37660 -0.04478 -2.47974
C 3.32719 0.68149 -3.18872
C 4.55087 0.97982 -2.60951
C 4.81478 0.55656 -1.31248
C 3.85786 -0.16372 -0.61224
C -0.08668 -1.85050 -1.28792
C 0.20426 -2.50624 -2.49336
C -0.80577 -2.93176 -3.34301
C -2.13592 -2.70922 -3.00348
C -2.44387 -2.06941 -1.81364
C -1.42792 -1.64814 -0.96201
H 1.16906 -4.80664 1.49655
H 0.08446 -4.03739 0.33022
H 0.30373 -3.33276 1.93432
H 3.16594 -3.66870 2.31702
H 2.47557 -2.05133 2.51959
H 3.88695 -2.29926 1.48606
H 3.24061 -4.70221 0.03638
H 3.57946 -3.24341 -0.90186
H 2.12307 -4.19433 -1.22595
H 1.42304 -0.25573 -2.94744
H 3.11103 1.01163 -4.19749
H 5.29657 1.53632 -3.16369
H 5.76793 0.78309 -0.85072
H 4.07965 -0.46738 0.40447
H 1.23499 -2.68389 -2.77896
H -0.55669 -3.43553 -4.26884
H -2.92704 -3.03937 -3.66552
H -3.47239 -1.89495 -1.52350
H -1.73200 -1.17853 -0.03002

E_LUMO   -0.928 eV
HOMO   -7.84 eV
HOMO-LUMO gap   6.9 eV

These are the Mulliken partial charges, in e, on atoms 1 to 2: number 1, Pt, carries 1.162; number 2, C, carries -0.979